Entry 1:
A cluster of 12 separate species, C48H100F12O24 in total. Source: OMol25; level of theory: ωB97M-V with the def2-TZVPD basis set.

Its LUMO energy is 0.5 eV. As for the max |F|: 3.19 eV/Å. As for the SMILES: CCOC(=O)C(F)(F)F.CCOC(=O)C(F)(F)F.CCOC(=O)C(F)(F)F.CCOC(=O)C(F)(F)F.COCCOC.COCCOC.COCCOC.COCCOC.COCCOC.COCCOC.COCCOC.COCCOC. The energy is -4892.7113 Eh. As for the HOMO energy: -9.239 eV. The orbital gap comes out at 0.3573 Ha.

Cartesian coordinates (Å):
C -24.192 -15.754 18.135
C -23.676 -14.383 17.724
O -22.957 -14.500 16.455
C -22.259 -13.516 16.060
O -21.969 -12.496 16.646
C -21.740 -13.694 14.636
F -22.532 -12.985 13.757
F -20.505 -13.259 14.490
F -21.784 -14.995 14.231
H -23.365 -16.462 17.947
H -25.113 -15.961 17.575
H -24.339 -15.858 19.229
H -23.073 -13.910 18.459
H -24.527 -13.681 17.607
C -23.153 -21.267 8.156
C -23.187 -22.724 7.652
O -22.399 -22.786 6.389
C -21.105 -22.641 6.476
O -20.405 -22.432 7.449
C -20.434 -22.492 5.112
F -21.104 -23.209 4.163
F -20.478 -21.200 4.649
F -19.143 -22.911 5.119
H -23.318 -20.609 7.325
H -22.189 -21.151 8.624
H -23.911 -21.091 8.947
H -24.158 -22.991 7.262
H -22.891 -23.457 8.388
C -19.940 -17.511 11.344
C -19.341 -18.894 11.080
O -18.714 -18.893 9.746
C -19.493 -19.085 8.746
O -20.685 -19.288 8.699
C -18.676 -19.077 7.423
F -19.424 -18.523 6.446
F -17.483 -18.431 7.497
F -18.418 -20.330 7.077
H -20.542 -17.560 12.242
H -20.689 -17.176 10.620
H -19.185 -16.745 11.520
H -20.094 -19.700 11.080
H -18.476 -19.124 11.690
C -22.096 -10.917 4.335
C -21.954 -11.611 5.615
O -22.934 -10.994 6.630
C -22.739 -10.907 7.927
O -21.871 -11.374 8.576
C -23.934 -10.193 8.568
F -24.653 -11.126 9.269
F -23.546 -9.292 9.516
F -24.713 -9.564 7.705
H -23.121 -11.073 3.920
H -21.350 -11.254 3.619
H -21.918 -9.829 4.428
H -20.986 -11.452 6.073
H -22.183 -12.686 5.650
C -24.514 -15.551 5.126
O -25.140 -15.187 3.915
C -26.406 -14.678 4.218
C -27.208 -14.603 2.958
O -27.729 -15.864 2.591
C -26.951 -16.536 1.634
H -24.257 -14.673 5.698
H -23.624 -16.090 4.879
H -25.232 -16.186 5.687
H -26.262 -13.713 4.671
H -26.991 -15.393 4.825
H -26.596 -14.099 2.173
H -28.116 -14.045 3.105
H -25.914 -16.782 1.976
H -26.863 -15.894 0.727
H -27.488 -17.431 1.323
C -26.510 -13.699 8.198
O -27.160 -12.838 7.325
C -28.476 -13.199 7.017
C -29.416 -13.291 8.200
O -29.382 -12.199 9.054
C -29.831 -11.056 8.415
H -26.550 -14.733 7.826
H -26.868 -13.629 9.256
H -25.478 -13.317 8.237
H -28.530 -14.169 6.559
H -28.772 -12.433 6.297
H -29.156 -14.097 8.883
H -30.424 -13.404 7.827
H -29.275 -10.806 7.526
H -29.751 -10.246 9.168
H -30.904 -11.106 8.233
C -16.958 -11.099 4.113
O -18.191 -11.759 3.912
C -18.001 -12.909 3.157
C -19.287 -13.393 2.639
O -20.117 -13.788 3.777
C -21.226 -14.551 3.343
H -17.127 -10.069 4.464
H -16.331 -11.113 3.183
H -16.307 -11.587 4.876
H -17.569 -13.687 3.805
H -17.401 -12.765 2.264
H -19.054 -14.226 1.974
H -19.761 -12.581 2.030
H -21.931 -13.837 2.871
H -21.748 -14.868 4.223
H -20.964 -15.338 2.650
C -24.171 -21.325 3.667
O -23.171 -20.424 3.275
C -23.197 -19.243 3.958
C -21.986 -18.371 3.679
O -21.777 -17.864 2.417
C -22.916 -17.430 1.697
H -24.040 -21.655 4.682
H -23.995 -22.194 3.023
H -25.155 -20.860 3.499
H -23.065 -19.407 5.013
H -24.095 -18.695 3.757
H -21.063 -18.850 4.003
H -22.076 -17.542 4.405
H -23.518 -16.744 2.304
H -23.574 -18.231 1.347
H -22.433 -16.939 0.853
C -20.537 -10.422 11.426
O -20.502 -10.402 12.868
C -21.610 -9.766 13.416
C -21.400 -9.574 14.922
O -20.500 -8.610 15.358
C -20.755 -7.279 14.821
H -19.496 -10.578 11.120
H -20.901 -9.472 11.053
H -21.218 -11.143 10.982
H -22.453 -10.442 13.343
H -21.864 -8.897 12.786
H -21.097 -10.514 15.369
H -22.409 -9.389 15.345
H -20.421 -7.311 13.793
H -20.072 -6.672 15.381
H -21.780 -6.905 14.857
C -18.119 -13.355 10.237
O -17.712 -12.319 9.364
C -18.688 -12.070 8.388
C -18.375 -12.945 7.190
O -18.587 -14.361 7.402
C -18.244 -15.171 6.320
H -17.468 -13.274 11.094
H -18.153 -14.350 9.792
H -19.141 -13.139 10.571
H -18.535 -11.037 8.090
H -19.668 -12.317 8.800
H -17.322 -12.757 6.980
H -18.864 -12.660 6.256
H -18.772 -14.793 5.435
H -18.586 -16.187 6.416
H -17.186 -15.195 6.312
C -24.232 -23.470 11.506
O -23.672 -22.234 11.151
C -22.908 -21.633 12.133
C -22.769 -20.181 11.850
O -24.003 -19.471 12.046
C -23.963 -18.090 11.811
H -24.951 -23.300 12.292
H -23.422 -24.151 11.795
H -24.699 -23.930 10.621
H -21.910 -22.118 12.197
H -23.423 -21.780 13.075
H -22.315 -20.033 10.845
H -22.023 -19.773 12.558
H -23.163 -17.605 12.416
H -24.921 -17.664 12.065
H -23.703 -17.883 10.762
C -23.285 -17.356 7.645
O -22.375 -16.515 6.885
C -21.322 -15.906 7.668
C -21.793 -14.785 8.500
O -22.565 -15.218 9.591
C -22.781 -14.155 10.541
H -23.804 -17.907 6.833
H -23.986 -16.758 8.240
H -22.751 -18.071 8.276
H -20.604 -15.457 6.979
H -20.843 -16.751 8.232
H -22.481 -14.169 7.903
H -20.865 -14.257 8.736
H -21.814 -13.768 10.903
H -23.362 -14.543 11.391
H -23.382 -13.305 10.137



Entry 2:
A structure of composition C48H103BClN8NbO14P. Source: OMol25; level of theory: ωB97M-V with the def2-TZVPD basis set.

Its LUMO energy is 1.8 eV. As for the max |F|: 2.15 eV/Å. Its total charge is -1. The energy is -4265.3576 Eh. As for the HOMO energy: -3.963 eV. The orbital gap comes out at 0.2123 Ha.

Cartesian coordinates (Å):
C 4.314 2.358 4.938
C 3.084 3.292 5.261
O 2.437 2.809 6.438
C 1.107 2.358 6.228
C 0.974 0.805 6.251
C -0.209 0.405 5.341
C -0.202 -1.082 4.933
C -0.985 -1.381 3.632
Nb 0.102 -1.179 1.652
C 1.146 -3.147 2.165
C 0.268 -4.421 2.082
C 0.920 -5.553 2.949
Cl 1.660 -6.816 1.839
C 1.385 -1.170 -0.254
O 1.296 0.069 -0.985
C 2.097 0.068 -2.113
O 3.481 -0.131 -1.864
C 3.970 -1.246 -2.576
C 5.459 -1.114 -2.956
O 6.267 -2.074 -2.244
C -1.687 -2.199 0.629
C -1.573 -2.812 -0.751
C -1.738 -4.175 -0.839
C -1.711 -4.867 -2.021
C -1.516 -4.224 -3.228
C -1.354 -2.820 -3.196
C -1.391 -2.163 -1.976
B 1.985 -0.122 2.652
O 2.178 1.258 2.525
O 2.971 -0.818 3.381
P -0.808 1.189 1.200
C -1.653 1.273 -0.488
C -2.196 1.672 2.373
C -3.628 1.315 1.861
H 5.215 2.943 5.163
H 4.340 1.481 5.592
H 4.300 2.006 3.907
H 3.478 4.303 5.423
H 2.447 3.293 4.370
H 0.614 2.802 5.356
H 0.531 2.710 7.103
H 0.695 0.531 7.276
H 1.920 0.380 5.908
H -0.085 0.978 4.405
H -1.182 0.710 5.746
H 0.800 -1.520 4.987
H -0.768 -1.584 5.747
H -1.260 -2.453 3.689
H -1.956 -0.861 3.615
H 1.508 -3.063 3.202
H 2.028 -3.314 1.524
H -0.747 -4.303 2.468
H 0.327 -4.794 1.059
H 0.179 -6.110 3.525
H 1.758 -5.194 3.541
H 2.430 -1.233 0.110
H 1.234 -2.075 -0.872
H 1.993 1.064 -2.575
H 1.678 -0.669 -2.821
H 3.883 -2.197 -2.026
H 3.428 -1.393 -3.526
H 5.589 -1.382 -4.007
H 5.835 -0.107 -2.740
H 6.279 -1.768 -1.330
H -2.472 -1.424 0.570
H -2.116 -2.980 1.273
H -1.902 -4.747 0.074
H -1.871 -5.944 -2.038
H -1.501 -4.832 -4.129
H -1.196 -2.279 -4.124
H -1.275 -1.081 -1.988
H 2.963 1.422 1.984
H 3.333 -1.544 2.861
H -2.366 2.108 -0.463
H -0.931 1.508 -1.271
H -2.222 0.364 -0.715
H -2.029 1.359 3.403
H -2.182 2.773 2.393
H -3.636 0.447 1.195
H -3.971 2.165 1.262
H -4.278 1.205 2.735
C -4.559 -3.722 -6.468
O -3.411 -3.318 -6.440
N -5.361 -3.860 -5.397
C -6.716 -4.352 -5.515
C -4.851 -3.503 -4.077
H -5.047 -4.021 -7.413
H -7.414 -3.596 -5.147
H -6.829 -5.262 -4.922
H -6.952 -4.574 -6.555
H -4.557 -2.454 -4.073
H -3.975 -4.108 -3.852
H -5.615 -3.671 -3.322
C -5.581 0.173 -1.532
O -5.295 -0.530 -2.482
N -5.896 1.482 -1.601
C -6.226 2.255 -0.422
C -5.900 2.143 -2.898
H -5.601 -0.222 -0.501
H -7.239 2.659 -0.520
H -5.521 3.082 -0.316
H -6.176 1.632 0.469
H -6.613 1.657 -3.562
H -4.909 2.070 -3.346
H -6.171 3.190 -2.780
C -0.494 4.756 -1.739
O -1.687 4.548 -1.841
N 0.344 5.013 -2.765
C 1.758 5.250 -2.561
C -0.194 5.050 -4.113
H 0.012 4.750 -0.759
H 2.021 6.245 -2.930
H 2.339 4.501 -3.105
H 2.005 5.188 -1.503
H -0.965 5.819 -4.180
H -0.649 4.087 -4.353
H 0.599 5.266 -4.824
C 7.414 4.677 7.811
O 7.289 4.476 6.617
N 6.553 4.269 8.760
C 6.767 4.546 10.167
C 5.368 3.525 8.365
H 8.277 5.232 8.221
H 6.832 3.607 10.719
H 5.932 5.132 10.556
H 7.690 5.108 10.306
H 5.667 2.613 7.847
H 4.767 4.128 7.682
H 4.781 3.269 9.241
C 2.415 -1.620 -6.152
O 3.485 -1.049 -6.312
N 2.038 -2.745 -6.771
C 0.741 -3.356 -6.520
C 2.944 -3.370 -7.717
H 1.649 -1.233 -5.459
H 0.894 -4.369 -6.143
H 0.187 -3.394 -7.459
H 0.160 -2.794 -5.794
H 3.878 -3.629 -7.215
H 3.170 -2.672 -8.525
H 2.490 -4.267 -8.129
C 3.852 1.222 11.110
O 4.944 1.764 11.110
N 3.524 0.159 10.357
C 2.203 -0.438 10.399
C 4.527 -0.409 9.471
H 3.022 1.579 11.743
H 2.283 -1.482 10.710
H 1.750 -0.393 9.407
H 1.567 0.094 11.104
H 5.390 -0.733 10.054
H 4.857 0.349 8.759
H 4.111 -1.256 8.932
C 3.456 0.828 -11.333
O 2.492 0.086 -11.344
N 4.188 1.131 -10.245
C 5.327 2.023 -10.310
C 3.824 0.543 -8.963
H 3.818 1.326 -12.250
H 6.226 1.495 -9.986
H 5.159 2.880 -9.654
H 5.473 2.380 -11.329
H 3.865 -0.542 -9.032
H 2.806 0.835 -8.705
H 4.506 0.882 -8.188
C -10.492 1.324 -3.193
O -9.853 2.114 -3.861
N -9.961 0.340 -2.444
C -10.782 -0.568 -1.670
C -8.513 0.188 -2.413
H -11.595 1.355 -3.149
H -10.523 -0.487 -0.612
H -10.610 -1.594 -2.003
H -11.837 -0.328 -1.795
H -8.064 1.101 -2.046
H -8.151 0.004 -3.425
H -8.234 -0.644 -1.771



Question: Number 1 is which compound?
Answer: C48H100F12O24



Question: Look up the energy of the first one.
Answer: -4892.7113 Eh



Question: Look up the HOMO energy of the second one.
Answer: -3.963 eV